Below is a gas-phase ion, C5H14NS (charge +1) at a distorted geometry, with properties calculated with the ωB97M-V functional and the def2-TZVPD basis.

Computed properties:
total charge: +1
ΔE to the lowest compared entry with this formula, charge and spin: 206.3 kJ/mol
strongest force on any atom: 4.896 eV/A
SMILES: CSCC[C@@H](C)[NH3+]

Bonds (Å) are listed after each position.
Positions of all 21 atoms, in Å:
1 C 0.082 3.959 0.882  S2 1.841, H8 1.117, H9 1.170, H10 1.152
2 S -0.775 2.387 1.311  C1 1.841, C3 1.850
3 C -0.286 1.077 0.100  S2 1.850, C4 1.578, H11 1.143, H12 1.155
4 C -0.191 -0.415 0.605  C3 1.578, C5 1.539, H13 1.146, H14 1.104
5 C -0.385 -1.453 -0.515  C4 1.539, C6 1.568, N7 1.589, H15 1.092
6 C 0.877 -1.477 -1.446  C5 1.568, H16 1.124, H17 1.054, H18 1.043
7 N -0.392 -2.794 0.339  C5 1.589, H19 1.041, H20 0.974, H21 1.091
8 H 0.631 3.749 -0.068  C1 1.117
9 H -0.811 4.626 0.529  C1 1.170
10 H 0.799 4.422 1.655  C1 1.152
11 H -1.275 1.099 -0.473  C3 1.143
12 H 0.710 1.237 -0.464  C3 1.155
13 H 0.871 -0.574 1.006  C4 1.146
14 H -0.975 -0.715 1.322  C4 1.104
15 H -1.288 -1.434 -1.129  C5 1.092
16 H 1.088 -0.457 -1.865  C6 1.124
17 H 1.631 -1.948 -0.881  C6 1.054
18 H 0.677 -1.951 -2.353  C6 1.043
19 H -1.352 -3.190 0.391  N7 1.041
20 H 0.073 -2.643 1.182  N7 0.974
21 H 0.291 -3.505 -0.129  N7 1.091


Below is 2 unconnected molecules or ions with the total composition C5H14NS at a distorted geometry, with properties calculated with the ωB97M-V functional and the def2-TZVPD basis.

Computed properties:
total charge: +1
ΔE to the lowest compared entry with this formula, charge and spin: 0.0 kJ/mol
strongest force on any atom: 1.006 eV/A

Bonds (Å) are listed after each position.
Positions of all 21 atoms, in Å:
1 S 0.713 0.334 -0.652  C2 1.829, C3 1.829
2 C 1.351 -1.371 -0.484  S1 1.829, C4 1.526, H6 1.107, H7 1.107
3 C -0.532 -0.125 -1.911  S1 1.829, C5 1.526, H8 1.107, H9 1.107
4 C 0.323 -2.276 -1.157  C2 1.526, C5 1.526, H10 1.107, H11 1.107
5 C -0.149 -1.520 -2.395  C3 1.526, C4 1.526, H12 1.107, H13 1.107
6 H 2.338 -1.448 -0.979  C2 1.107
7 H 1.493 -1.603 0.589  C2 1.107
8 H -1.540 -0.122 -1.453  C3 1.107
9 H -0.527 0.631 -2.720  C3 1.107
10 H 0.756 -3.265 -1.402  C4 1.107
11 H -0.533 -2.444 -0.475  C4 1.107
12 H -1.000 -2.018 -2.899  C5 1.107
13 H 0.679 -1.448 -3.126  C5 1.107
14 C -0.071 2.727 2.505  N15 1.497, H16 1.103, H17 1.103, H18 1.103
15 N -0.778 1.431 2.260  C14 1.497, H19 1.040, H20 1.040, H21 1.040
16 H -0.455 3.206 3.420  C14 1.103
17 H -0.226 3.414 1.656  C14 1.103
18 H 1.012 2.556 2.625  C14 1.103
19 H -0.635 0.779 3.057  N15 1.040
20 H -1.800 1.587 2.145  N15 1.040
21 H -0.419 0.975 1.397  N15 1.040


Below is a gas-phase ion, C5H14NS2 (charge +1) at a distorted geometry, with properties calculated with the ωB97M-V functional and the def2-TZVPD basis.

Computed properties:
total charge: +1
ΔE to the lowest compared entry with this formula, charge and spin: 305.6 kJ/mol
strongest force on any atom: 4.866 eV/A
SMILES: CCCSSCC[NH3+]

Bonds (Å) are listed after each position.
Positions of all 22 atoms, in Å:
1 C 1.341 3.675 0.854  C2 1.502, H9 1.103, H10 1.042, H11 1.206
2 C 1.354 2.369 1.595  C1 1.502, C3 1.574, H12 1.138, H13 1.112
3 C 1.215 1.007 0.818  C2 1.574, S4 1.810, H14 1.121, H15 1.087
4 S -0.482 0.392 0.943  C3 1.810, S5 2.002
5 S -0.525 -1.603 1.110  S4 2.002, C6 1.719
6 C -0.332 -2.716 -0.185  S5 1.719, C7 1.543, H16 1.154, H17 1.198
7 C -1.151 -2.685 -1.493  C6 1.543, N8 1.591, H18 1.176, H19 1.114
8 N -2.389 -1.692 -1.599  C7 1.591, H20 1.017, H21 0.966, H22 1.019
9 H 2.279 4.147 0.516  C1 1.103
10 H 0.815 3.521 -0.032  C1 1.042
11 H 1.034 4.669 1.463  C1 1.206
12 H 2.372 2.393 2.105  C2 1.138
13 H 0.565 2.329 2.377  C2 1.112
14 H 1.336 1.314 -0.253  C3 1.121
15 H 1.932 0.211 0.999  C3 1.087
16 H -0.218 -3.802 0.191  C6 1.154
17 H 0.842 -2.601 -0.398  C6 1.198
18 H -1.426 -3.774 -1.839  C7 1.176
19 H -0.486 -2.457 -2.357  C7 1.114
20 H -2.169 -0.714 -1.431  N8 1.017
21 H -2.861 -1.850 -2.427  N8 0.966
22 H -3.044 -2.133 -0.955  N8 1.019


Which of these has the highest strongest force on any atom? number 1